Entry 1:
Entry from the Open Molecules 2025 dataset: 3 unconnected molecules or ions with the total composition C22H28F17IN2O5 (ωB97M-V/def2-TZVPD).

```
75
Properties=species:S:1:pos:R:3:mulliken_charge:R:1
C -0.993 5.242 -0.549 -0.804
C -0.401 5.171 -1.937 0.369
O -0.372 6.130 -2.663 -0.583
N 0.153 3.936 -2.367 -0.233
C -0.343 2.700 -1.769 -0.644
C 0.455 1.498 -2.271 -0.630
C 0.483 0.367 -1.247 -0.293
C 0.968 -0.940 -1.854 -1.508
C 1.045 -2.165 -0.878 2.022
N 0.560 -1.945 0.467 -0.695
C 0.368 -3.387 -1.575 -1.006
I -1.291 -4.314 -0.599 0.132
C 1.474 -4.392 -1.828 0.471
O 1.400 -5.555 -2.069 -0.538
O 2.659 -3.721 -1.755 -0.382
C 2.485 -2.739 -0.725 -0.970
C 3.678 -1.795 -0.726 0.411
C 4.813 -2.297 0.137 -1.531
F 3.245 -0.564 -0.220 -0.340
H -1.362 6.245 -0.364 0.149
H -0.261 4.955 0.209 0.352
H -1.828 4.542 -0.456 0.354
H 1.165 3.966 -2.347 0.275
H -1.393 2.578 -2.049 0.249
H -0.306 2.705 -0.670 0.393
H 0.034 1.134 -3.212 0.293
H 1.479 1.818 -2.492 0.359
H -0.532 0.232 -0.853 0.343
H 1.107 0.668 -0.402 0.277
H 0.303 -1.183 -2.687 0.463
H 1.954 -0.784 -2.298 0.108
H 1.127 -1.249 0.934 0.297
H -0.409 -1.652 0.485 0.315
H -0.046 -3.100 -2.536 0.433
H 2.474 -3.265 0.237 0.488
H 4.024 -1.626 -1.748 0.442
H 5.771 -1.899 -0.191 0.371
H 4.634 -2.000 1.170 0.380
H 4.863 -3.386 0.088 0.395
F -2.771 11.011 2.009 -0.216
C -4.048 11.445 1.978 0.083
F -4.117 12.617 2.645 -0.272
C -4.973 10.435 2.666 0.870
F -4.656 10.334 3.969 -0.271
F -6.222 10.987 2.572 -0.331
C -5.091 9.043 2.033 -0.705
O -4.312 8.031 2.634 -0.389
C -3.062 7.729 2.194 0.859
F -2.708 8.440 1.110 -0.292
F -3.049 6.418 1.833 -0.338
C -2.024 7.869 3.317 0.202
F -1.997 9.136 3.768 -0.226
F -0.804 7.562 2.819 -0.247
H -4.354 11.607 0.942 0.302
H -6.122 8.744 2.216 0.395
H -4.946 9.089 0.954 0.333
H -2.267 7.191 4.137 0.258
F 0.207 -9.575 1.621 -0.227
C -0.693 -9.068 0.752 0.104
F -1.834 -9.787 0.855 -0.274
C -0.172 -9.168 -0.684 0.931
F -0.026 -10.460 -1.033 -0.292
F -1.169 -8.626 -1.449 -0.310
C 1.084 -8.361 -1.033 -0.685
O 2.296 -9.090 -1.042 -0.380
C 3.095 -9.169 0.053 0.835
F 2.638 -8.438 1.086 -0.291
F 4.316 -8.673 -0.280 -0.308
C 3.327 -10.630 0.466 0.184
F 2.154 -11.217 0.772 -0.223
F 4.118 -10.654 1.563 -0.262
H -0.905 -8.027 1.011 0.262
H 0.939 -8.047 -2.064 0.408
H 1.151 -7.455 -0.433 0.287
H 3.810 -11.174 -0.347 0.239
```

## Properties
**Charge**: 0
**Structure (SMILES)**: CC(=O)NCCCC[C@@]1(N)[C@H](I)C(=O)O[C@H]1[C@H](C)F.FC(F)C(F)(F)COC(F)(F)C(F)F.FC(F)C(F)(F)COC(F)(F)C(F)F
**HOMO-LUMO gap**: 9.6 eV
**Strongest force on any atom**: 0.52 eV/A
**HOMO energy**: -9.77 eV

***

Entry 2:
Entry from the Open Molecules 2025 dataset: a molecular structure, C22H28FN7O3RhSbSe4 (ωB97M-V/def2-TZVPD).

```
67
Properties=species:S:1:pos:R:3:nbo_charge:R:1
Rh -2.415 -1.758 -0.665 0.507
F 3.872 -2.326 -2.342 -0.342
C 3.333 -2.084 -1.118 0.351
C 2.102 -2.564 -0.811 -0.200
C 1.530 -2.214 0.419 -0.050
C 0.085 -2.326 0.559 0.510
O -0.575 -2.634 -0.469 -0.638
C -0.459 -1.987 1.824 -0.319
C 0.356 -1.394 2.741 0.169
N 1.644 -1.069 2.524 -0.344
C 2.337 -0.192 3.442 -0.073
C 2.552 1.238 3.031 -0.435
C 1.574 0.904 4.116 -0.413
C 2.258 -1.472 1.351 0.179
C 3.526 -0.984 0.998 -0.170
C 4.031 -1.228 -0.254 0.064
N 5.108 -0.406 -0.733 -0.459
C 6.267 -1.090 -1.275 -0.244
C 7.373 -0.077 -1.499 -0.223
N 6.873 0.999 -2.428 -0.495
C 5.630 1.667 -1.885 -0.222
C 4.590 0.599 -1.661 -0.265
C -1.910 -2.171 2.243 0.797
O -2.132 -2.324 3.435 -0.660
O -2.793 -2.148 1.316 -0.747
H 1.508 -3.091 -1.544 0.270
H -0.059 -1.124 3.701 0.253
H 3.121 -0.685 4.004 0.213
H 2.127 1.524 2.075 0.264
H 3.494 1.701 3.296 0.211
H 0.527 1.027 3.874 0.251
H 1.831 1.116 5.144 0.224
H 4.049 -0.290 1.638 0.233
H 6.053 -1.619 -2.216 0.199
H 6.624 -1.827 -0.557 0.244
H 8.255 -0.525 -1.953 0.228
H 7.642 0.422 -0.569 0.227
H 6.639 0.575 -3.329 0.429
H 7.605 1.687 -2.599 0.433
H 5.306 2.409 -2.612 0.239
H 5.920 2.152 -0.955 0.227
H 4.296 0.159 -2.628 0.198
H 3.687 1.053 -1.247 0.289
Se -2.454 1.921 1.188 -0.759
Sb -1.553 0.649 -0.646 1.079
Se -2.004 -1.331 -3.023 -0.261
Se -2.785 0.925 -2.829 -0.315
Se 0.852 0.957 -0.861 -0.872
C -7.737 1.808 -1.856 -0.614
C -7.466 1.846 -0.355 -0.222
C -6.243 2.695 -0.036 -0.621
C -7.357 0.438 0.238 -0.209
N -6.235 -0.326 -0.295 -0.184
C -4.969 -0.379 0.105 0.211
N -4.328 -1.133 -0.759 -0.301
N -5.216 -1.542 -1.686 -0.026
N -6.366 -1.064 -1.413 -0.053
H -7.896 2.819 -2.232 0.212
H -8.618 1.210 -2.094 0.208
H -6.889 1.384 -2.396 0.222
H -8.337 2.286 0.144 0.204
H -5.346 2.331 -0.542 0.228
H -6.018 2.711 1.032 0.215
H -6.402 3.724 -0.362 0.216
H -8.248 -0.147 0.014 0.226
H -7.229 0.480 1.319 0.220
H -4.538 0.119 0.959 0.285
```

## Properties
**Charge**: 0
**HOMO-LUMO gap**: 4.7 eV
**Energy relative to the best compared isomer or geometry (same formula, charge and spin)**: 0.00 kcal/mol
**Strongest force on any atom**: 0.29 eV/A
**HOMO energy**: -6.14 eV

***

Entry 3:
Entry from the Open Molecules 2025 dataset: a molecular structure, C22H28KN2O4P (ωB97M-V/def2-TZVPD).

```
58
Properties=species:S:1:pos:R:3:nbo_charge:R:1
K 0.172 1.517 -0.474 0.918
C 3.692 1.945 0.454 -0.257
O 2.880 2.203 -0.677 -0.555
C 3.046 3.506 -1.208 -0.085
C 2.279 4.555 -0.435 -0.091
O 0.917 4.203 -0.436 -0.565
C 0.100 5.140 0.259 -0.260
H 4.750 2.086 0.211 0.173
H 3.523 0.908 0.740 0.201
H 3.433 2.589 1.299 0.170
H 2.672 3.467 -2.232 0.197
H 4.108 3.776 -1.245 0.177
H 2.433 5.530 -0.919 0.176
H 2.646 4.641 0.597 0.167
H 0.085 6.094 -0.276 0.164
H 0.486 5.306 1.270 0.166
H -0.893 4.707 0.327 0.241
C -4.430 3.088 1.890 -0.389
N -4.029 1.922 1.125 -0.434
C -4.906 0.912 0.831 0.053
C -4.532 -0.159 0.118 -0.379
C -3.150 -0.250 -0.353 0.611
O -2.759 -1.212 -1.019 -0.682
N -2.303 0.776 -0.021 -0.744
C -2.710 1.844 0.678 0.750
O -1.945 2.788 0.960 -0.773
H -5.463 2.957 2.207 0.195
H -4.347 3.993 1.289 0.206
H -3.792 3.207 2.765 0.213
H -5.909 1.045 1.214 0.200
H -5.224 -0.954 -0.115 0.226
C 3.122 -2.111 0.587 -0.944
P 1.479 -1.556 -0.015 0.753
C 1.310 -2.452 -1.596 -0.250
C 0.034 -2.475 -2.168 -0.244
C -0.170 -3.097 -3.388 -0.192
C 0.891 -3.692 -4.059 -0.217
C 2.159 -3.666 -3.501 -0.215
C 2.368 -3.048 -2.273 -0.255
C 0.359 -2.522 1.059 -0.249
C -0.740 -1.889 1.624 -0.221
C -1.628 -2.600 2.423 -0.197
C -1.419 -3.948 2.662 -0.201
C -0.326 -4.593 2.092 -0.215
C 0.552 -3.885 1.291 -0.228
H 3.909 -1.638 -0.002 0.231
H 3.257 -3.192 0.544 0.227
H 3.229 -1.793 1.624 0.240
H -0.812 -2.012 -1.661 0.267
H -1.166 -3.112 -3.812 0.219
H 0.729 -4.176 -5.014 0.211
H 2.992 -4.129 -4.014 0.210
H 3.365 -3.046 -1.850 0.206
H -0.939 -0.845 1.413 0.229
H -2.490 -2.098 2.842 0.215
H -2.111 -4.504 3.282 0.212
H -0.169 -5.651 2.262 0.212
H 1.384 -4.401 0.825 0.208
```

## Properties
**Charge**: 0
**HOMO-LUMO gap**: 8.1 eV
**Energy relative to the best compared isomer or geometry (same formula, charge and spin)**: 0.00 kcal/mol
**Strongest force on any atom**: 0.26 eV/A
**HOMO energy**: -7.90 eV

***

Entry 4:
Entry from the Open Molecules 2025 dataset: a single C22H28N2O2 molecule (ωB97M-V/def2-TZVPD).

```
54
Properties=species:S:1:pos:R:3:nbo_charge:R:1
C 6.125 3.020 -0.830 -0.593
C 6.258 2.084 -2.033 -0.409
C 5.645 0.746 -1.730 -0.049
C 4.305 0.503 -1.985 -0.184
C 3.716 -0.712 -1.673 -0.315
C 4.475 -1.714 -1.085 0.380
O 4.022 -2.966 -0.761 -0.495
C 2.667 -3.259 -0.936 -0.166
C 1.755 -2.461 0.014 0.653
O 2.183 -1.742 0.882 -0.580
N 0.438 -2.685 -0.257 -0.605
C -0.693 -2.184 0.406 0.147
C -1.944 -2.610 -0.035 -0.249
C -3.093 -2.152 0.577 -0.186
C -3.028 -1.261 1.643 -0.079
C -4.288 -0.706 2.263 -0.226
N -4.776 0.519 1.647 -0.439
C -3.877 1.647 1.794 -0.222
C -4.596 2.933 1.393 -0.401
C -5.073 2.833 -0.051 -0.397
C -5.949 1.594 -0.195 -0.401
C -5.180 0.357 0.264 -0.221
C -1.775 -0.847 2.077 -0.137
C -0.615 -1.296 1.472 -0.255
C 5.823 -1.478 -0.820 -0.274
C 6.394 -0.264 -1.137 -0.186
H 6.569 3.989 -1.049 0.204
H 5.077 3.165 -0.580 0.205
H 6.626 2.594 0.036 0.205
H 7.316 1.959 -2.276 0.205
H 5.761 2.533 -2.895 0.204
H 3.700 1.275 -2.440 0.207
H 2.666 -0.850 -1.882 0.210
H 2.573 -4.323 -0.694 0.218
H 2.353 -3.105 -1.980 0.186
H 0.225 -3.328 -1.007 0.394
H -2.013 -3.306 -0.860 0.203
H -4.054 -2.500 0.227 0.211
H -5.092 -1.444 2.193 0.200
H -4.114 -0.487 3.321 0.202
H -3.573 1.709 2.842 0.198
H -2.967 1.532 1.178 0.166
H -5.456 3.075 2.050 0.202
H -3.921 3.782 1.518 0.206
H -5.631 3.728 -0.331 0.208
H -4.210 2.750 -0.716 0.193
H -6.839 1.705 0.426 0.202
H -6.264 1.463 -1.232 0.205
H -5.826 -0.522 0.197 0.196
H -4.313 0.199 -0.402 0.165
H -1.698 -0.166 2.912 0.205
H 0.348 -0.966 1.825 0.255
H 6.400 -2.265 -0.361 0.221
H 7.440 -0.097 -0.924 0.208
```

## Properties
**Charge**: 0
**Structure (SMILES)**: CCc1ccc(OCC(=O)Nc2ccc(CN3CCCCC3)cc2)cc1
**HOMO-LUMO gap**: 8.7 eV
**Energy relative to the best compared isomer or geometry (same formula, charge and spin)**: 37.42 kcal/mol
**Strongest force on any atom**: 0.43 eV/A
**HOMO energy**: -8.20 eV